Entry 1:
Density functional theory data (ωB97M-V with the def2-TZVPD basis set) for a molecular structure, C8H5ClNO4Ru.

XYZ file:
```
20
Properties=species:S:1:pos:R:3:forces:R:3
Ru 0.989247 -1.281922 0.239078 1.146 -0.289 -0.390
O 2.092526 2.369819 1.484607 0.244 -0.572 0.039
C 1.599626 1.378119 1.040016 -2.020 2.674 -0.710
O 2.018350 0.156504 1.096017 0.628 -2.260 0.005
C 0.242157 1.450520 0.263555 0.930 0.860 0.616
C -0.530365 2.571468 -0.002248 0.146 -0.550 -0.064
C -1.722150 2.373195 -0.696721 0.033 0.076 -0.026
C -2.112387 1.099901 -1.110459 0.318 -0.323 0.240
C -1.270155 0.041413 -0.801378 -0.847 -0.564 -0.605
N -0.138614 0.256124 -0.149157 -1.041 0.894 0.052
C -1.460228 -1.469517 -1.122355 -2.281 2.652 -0.784
O -2.442486 -1.852675 -1.680016 0.534 -0.390 0.207
O -0.441750 -2.151822 -0.698586 1.878 -1.362 0.683
H -0.199661 3.544940 0.325872 0.029 0.032 0.054
H -2.352224 3.223928 -0.917902 -0.037 -0.007 -0.004
H -3.042606 0.922180 -1.631694 0.044 -0.053 -0.041
Cl 3.318441 -2.400455 1.727414 0.099 -0.192 -0.096
C 1.959786 -3.051107 0.943164 0.254 -1.146 1.141
H 1.265217 -3.545399 1.637067 0.185 0.174 -0.236
H 2.227274 -3.635212 0.053728 -0.242 0.345 -0.082
```
Positions in Å, forces in eV/Å.

- HOMO (spin up / spin down): -14.419 / -14.419 eV
- Calculated total energy: -1218.3038 hartree
- Charge: +1
- Spin multiplicity: 5

***

Entry 2:
Density functional theory data (ωB97M-V with the def2-TZVPD basis set) for a molecular structure, C8H5AuCl2LaNO3.

XYZ file:
```
21
Properties=species:S:1:pos:R:3:forces:R:3
La 0.289713 0.619066 -2.549876 1.297 -2.038 0.254
Au 1.375262 1.177217 0.628524 -0.785 -0.582 -0.384
Cl -1.114430 -1.455305 -2.187490 -0.123 0.240 0.153
Cl -1.304011 2.629396 -2.478340 -1.845 1.999 -0.036
C 2.347609 2.347964 -0.553007 4.718 4.936 -0.615
C 1.124514 -0.935358 -4.484692 0.840 -4.306 -4.494
C 1.253819 1.556610 -4.862197 1.257 2.641 -5.827
O 3.072486 3.184462 -0.889967 -3.410 -3.815 0.920
O 1.290746 -1.635071 -5.384187 -0.616 2.990 3.803
O 1.503228 1.897178 -5.938250 -1.046 -1.612 4.952
C -1.544289 -1.388744 3.461167 -0.301 -0.088 0.257
C -1.977215 -0.190141 2.886941 -1.164 -1.357 1.455
C -1.189381 0.417666 1.920926 1.823 0.567 -0.909
N 0.037013 -0.068249 1.605743 0.108 -0.259 -0.184
C 0.398685 -1.304343 2.035930 0.695 2.040 -1.135
C -0.367550 -1.972007 2.982105 -1.379 -0.974 1.344
H -2.119187 -1.874728 4.257108 0.129 0.142 -0.262
H -2.914925 0.287838 3.166273 0.024 -0.136 0.102
H -1.485845 1.333102 1.414042 -0.112 -0.060 0.232
H 1.329621 -1.694775 1.638147 -0.002 -0.179 0.176
H -0.005855 -2.931776 3.331101 -0.107 -0.150 0.198
```
Positions in Å, forces in eV/Å.

- HOMO (spin up / spin down): -24.985 / -24.476 eV
- Calculated total energy: -1674.1494 hartree
- Energy above the lowest of the compared OMol25 structures with the same formula, charge and spin: 0.00 kcal per mole
- Charge: +4
- Spin multiplicity: 3

***

Entry 3:
Density functional theory data (ωB97M-V with the def2-TZVPD basis set) for 2 unconnected molecules or ions with the total composition C7H16N4O.

XYZ file:
```
28
Properties=species:S:1:pos:R:3:forces:R:3
C 0.556489 2.645762 -0.978116 -0.345 -0.414 0.046
N 1.261521 2.175296 -0.032213 0.116 0.320 -0.267
N 1.577992 0.853856 -0.074768 0.465 0.360 -0.316
C 2.594589 0.488013 0.760155 -0.385 0.390 0.566
N 3.369370 -0.500874 0.693506 0.612 -1.039 0.440
N 3.140145 -1.401961 -0.391308 -0.012 -0.625 -0.275
H 0.400988 3.714689 -0.968285 -0.260 0.005 0.010
H 0.074256 2.006136 -1.738106 0.423 0.333 0.130
H 1.442767 0.376826 -0.951129 -0.084 -0.278 0.031
H 2.646122 1.114109 1.652171 0.271 0.072 -0.324
H 3.528986 -2.321871 -0.114158 -0.231 1.025 -0.121
H 3.690424 -1.108761 -1.197250 0.011 0.054 0.115
C -0.359867 -1.701160 -0.976122 0.611 -0.182 -0.324
O -0.701836 -0.328810 -0.853867 -0.545 -0.310 -0.155
C -1.539517 -0.092698 0.242582 -0.516 0.139 0.814
C -0.849436 -0.003158 1.584659 0.569 -0.655 0.147
C -2.908140 -0.709210 0.229473 -0.211 -0.348 -0.332
C -2.737551 0.782850 0.021650 0.048 0.034 -0.347
H 0.117976 -2.108029 -0.072434 0.065 0.287 -0.225
H -1.218827 -2.333071 -1.189242 -0.310 0.081 -0.085
H 0.339530 -1.775660 -1.826647 -0.214 -0.003 0.479
H -0.184389 0.860862 1.623374 -0.152 -0.118 0.120
H -1.556158 0.038262 2.415632 -0.144 0.180 -0.213
H -0.252567 -0.922290 1.768982 -0.140 0.540 -0.147
H -3.283306 -1.057960 1.191798 -0.022 0.097 -0.315
H -3.202912 -1.321360 -0.635125 0.159 0.396 0.447
H -2.867916 1.170603 -0.986783 -0.052 -0.201 0.160
H -3.078738 1.459614 0.801570 0.274 -0.138 -0.058
```
Positions in Å, forces in eV/Å.

- HOMO: -8.378 eV
- Calculated total energy: -570.4436 hartree
- Energy above the lowest of the compared OMol25 structures with the same formula, charge and spin: 69.49 kcal per mole
- SMILES string: C=NN/C=N\N.COC1(C)CC1
- Charge: 0
- Spin multiplicity: 1

***

Entry 4:
Density functional theory data (ωB97M-V with the def2-TZVPD basis set) for a molecular structure, C32H26IN2O5PSSe2Te2Ti.

XYZ file:
```
73
Properties=species:S:1:pos:R:3:forces:R:3
Ti 1.787142 -0.158651 0.015555 -0.711 0.255 -0.096
C -2.446647 -1.973458 -1.485275 0.504 0.351 0.565
C -1.107352 -2.606548 -1.773370 -0.067 0.055 0.979
N -1.217856 -3.731401 -2.417915 -0.138 -0.376 -0.984
C -0.185344 -4.546619 -2.623988 0.056 -0.686 -0.180
C 1.069374 -4.357418 -2.086244 -0.569 0.438 -0.355
C 2.082314 -5.489372 -2.154425 -0.678 0.284 -0.829
O 2.893931 -5.465145 -0.994912 0.126 -0.757 -0.204
C 1.237112 -3.093221 -1.453047 -0.675 0.590 -0.204
C 2.500702 -2.726666 -0.948312 2.938 -0.631 2.653
N 2.739088 -1.974757 0.128323 -1.263 -1.141 -1.963
C 3.789263 -2.155806 1.026459 1.202 -0.774 0.399
C 3.997570 -3.387405 1.730824 -0.141 1.043 -0.624
C 5.064971 -3.539346 2.597268 -0.434 -0.575 -0.256
C 6.027365 -2.537808 2.772220 -0.582 -0.309 0.362
C 5.816043 -1.357097 2.115189 -0.873 2.012 -0.826
C 4.661857 -1.099967 1.284252 1.507 -1.916 0.869
I 0.411533 -1.544384 2.617976 0.102 0.137 -0.029
C 0.166057 -2.210727 -1.255281 -0.859 1.846 0.456
O 0.301453 -0.998160 -0.633173 -1.084 -3.189 -1.797
H -3.011987 -2.702771 -0.879713 0.063 0.368 -0.370
H -2.969462 -1.745195 -2.411351 -0.082 -0.165 -0.035
H -2.347068 -1.059286 -0.909641 0.042 0.149 0.150
H -0.443264 -5.405704 -3.261683 0.372 0.059 0.536
H 2.677261 -5.420139 -3.088094 0.049 0.163 0.424
H 1.487854 -6.430033 -2.265711 0.456 0.517 0.355
H 3.453274 -6.251332 -1.043383 0.012 0.218 0.207
H 3.352424 -3.246234 -1.410494 -0.416 -0.187 0.872
H 3.308426 -4.205098 1.581970 -0.170 0.062 -0.051
H 5.103223 -4.504111 3.112046 0.316 0.409 -0.033
H 6.843057 -2.684501 3.479663 -0.068 0.135 -0.358
H 6.491220 -0.491733 2.194899 -0.097 -0.621 0.151
Se 2.290347 0.090975 -2.871274 0.049 0.279 0.483
Te 4.042100 -1.523797 -3.406330 0.686 0.090 -0.310
Te 6.173774 -0.645229 -1.807711 -1.428 0.671 0.720
Se 4.565888 0.402470 0.166073 1.257 0.110 -1.113
O 1.917063 1.260563 1.484421 0.338 1.870 -0.528
S 1.528861 2.459520 0.617415 -0.235 -0.866 0.181
O 2.555308 3.436299 0.371538 -0.022 -0.631 -0.016
O 0.930704 1.789365 -0.577888 0.621 0.928 0.687
C 0.311979 3.369504 1.528212 -0.393 0.618 0.693
C 0.882454 4.274214 2.438545 -0.375 -0.574 -0.431
C 0.078535 5.146410 3.160979 0.241 0.502 0.225
C -1.281150 5.078655 2.990624 -1.137 -1.285 -1.174
C -1.891315 4.111073 2.114731 0.509 1.839 1.463
C -1.092724 3.262943 1.375099 0.156 -0.119 -0.281
P -1.815338 1.912601 0.378730 1.219 -1.666 -0.170
C -2.168232 2.574351 -1.267967 0.120 0.710 -0.107
C -1.868330 1.874526 -2.455480 0.483 -0.400 1.342
C -2.262700 2.388610 -3.665074 -0.529 1.017 -0.282
C -2.916071 3.638178 -3.739392 0.086 -0.005 0.750
C -3.140833 4.372793 -2.571342 0.839 -0.169 -0.027
C -2.716623 3.841601 -1.334803 -0.647 0.013 -1.982
C -3.423943 1.537405 1.093647 -0.952 0.485 -0.868
C -3.430464 1.009354 2.382406 -0.033 0.185 0.771
C -4.593154 0.442178 2.908892 0.074 -0.146 -1.132
C -5.670350 0.231890 2.038493 -0.086 0.082 0.299
C -5.694453 0.775956 0.759990 0.051 0.656 -0.103
C -4.597673 1.514796 0.293896 0.096 -0.067 0.283
H 1.949650 4.247017 2.574150 0.176 0.227 -0.083
H 0.496976 5.933378 3.818134 -0.120 -0.774 -0.403
H -1.932405 5.753388 3.507943 -0.217 0.296 0.272
H -2.992520 4.131310 2.065221 0.688 -0.362 -0.160
H -1.230062 0.975643 -2.354884 -0.675 0.377 -0.257
H -2.044213 1.863824 -4.569454 0.174 -0.275 -0.429
H -3.195827 4.107527 -4.680225 0.085 -0.397 -0.002
H -3.500753 5.404011 -2.651238 -0.083 -0.453 0.154
H -2.821042 4.425249 -0.461493 -0.223 0.511 0.903
H -2.503778 1.090687 2.978169 -0.580 -0.245 -0.264
H -4.666326 0.091069 3.924852 0.237 -0.103 0.126
H -6.528815 -0.346747 2.365474 0.031 0.146 0.123
H -6.623031 0.714935 0.179654 0.495 -0.083 0.079
H -4.655071 2.081582 -0.663370 0.186 -0.756 0.789
```
Positions in Å, forces in eV/Å.

- HOMO (spin up / spin down): -4.317 / -4.350 eV
- Calculated total energy: -8946.5228 hartree
- Energy above the lowest of the compared OMol25 structures with the same formula, charge and spin: 0.00 kcal per mole
- Charge: -1
- Spin multiplicity: 2

***

no.,maximum force (eV/Å)
1,3.59
2,6.86
3,1.28
4,4.01